(1)
The following is a quantum chemistry calculation of a molecular structure, C15H4ClCsF5INOS at a distorted geometry, from the OMol25 dataset.

Calculated values
Energy relative to the best compared isomer or geometry (same formula, charge and spin) (eV): 0.232
Multiplicity: 1
Charge: -1
E_LUMO (eV): 1.971

Atoms and positions in Å:
Cs 0.24 -0.91 0.00
Cl 4.83 5.42 0.00
C 4.14 3.81 0.00
C 4.98 2.73 0.00
C 4.46 1.44 0.00
I 5.75 -0.22 0.00
C 3.07 1.15 0.00
O 2.58 -0.01 0.00
C 2.21 2.33 0.00
N 0.88 2.08 0.00
C 0.05 3.10 0.00
C 0.47 4.43 0.00
C 1.81 4.71 0.00
C 2.74 3.65 0.00
H 6.05 2.88 0.00
H -1.01 2.86 0.00
H -0.26 5.23 0.00
H 2.17 5.73 0.00
F -6.53 -4.38 0.00
C -5.19 -4.29 0.00
C -4.56 -3.06 0.00
F -5.30 -1.94 0.00
C -3.18 -2.98 0.00
F -2.65 -1.73 0.00
C -2.34 -4.10 0.00
S -0.62 -4.04 0.00
C -3.03 -5.33 0.00
F -2.34 -6.48 0.00
C -4.41 -5.43 0.00
F -5.01 -6.63 0.00

Atom charges from the Mulliken analysis, given in e for atoms 1 to 4:
1 Cs 1.055
2 Cl -0.300
3 C 0.467
4 C -0.539

***

(2)
The following is a quantum chemistry calculation of 4 unconnected molecules or ions with the total composition C3H14N2O2S at a distorted geometry, from the OMol25 dataset.

Calculated values
Energy relative to the best compared isomer or geometry (same formula, charge and spin) (eV): 4.101
Multiplicity: 2
Charge: +1
<S²>: 1.66
E_LUMO (spin up / spin down) (eV): -7.527 / -7.981

Atoms and positions in Å:
N 0.11 -1.21 0.06
C 0.71 -0.65 -1.13
C 2.19 -0.33 -0.85
S 2.35 0.94 0.39
C 0.00 0.76 -1.57
N -1.43 0.75 -1.59
H 0.24 -0.55 0.82
H 2.63 0.50 3.60
H 2.15 1.01 3.39
H 0.57 -1.33 -1.97
H 2.69 -1.27 -0.61
H 2.59 -0.08 -1.84
H 0.38 1.11 -2.53
H 0.22 1.39 -0.69
H -1.87 1.03 -2.45
H -1.88 0.31 -0.78
H -3.20 -1.57 0.94
H -0.90 -1.25 -0.09
O -2.68 -0.82 0.55
H -1.56 0.60 2.90
H -1.95 -0.01 1.48
O -1.38 0.68 1.96

Atom charges from the Mulliken analysis, given in e for atoms 1 to 4:
1 N -0.474
2 C -0.395
3 C -0.584
4 S 0.035

***

(3)
The following is a quantum chemistry calculation of a molecular structure, C57H66BrFeN4O4 at a distorted geometry, from the OMol25 dataset.

Calculated values
Multiplicity: 6
Charge: 0
<S²>: 9.13
E_LUMO (spin up / spin down) (eV): -1.555 / -1.606

Atoms and positions in Å:
Fe 0.26 0.46 1.08
C -4.48 -5.02 -0.48
C -4.02 -5.05 0.98
C -3.28 -6.38 1.21
C -5.26 -4.99 1.88
C -3.10 -3.90 1.34
C -2.81 -2.86 0.47
C -1.90 -1.86 0.83
N -1.58 -0.79 0.10
C -1.72 -0.47 -1.19
C -1.98 -1.31 -2.27
C -2.15 -0.78 -3.54
C -2.15 0.62 -3.70
C -1.83 1.50 -2.69
C -1.45 0.95 -1.43
O -0.88 1.62 -0.51
C -1.86 3.01 -2.86
C -0.48 3.62 -2.58
C -2.88 3.57 -1.85
C -2.28 3.44 -4.27
C -2.33 -1.65 -4.77
C -3.70 -1.39 -5.40
C -1.23 -1.29 -5.78
C -2.20 -3.14 -4.45
C -1.30 -1.86 2.15
O -0.48 -0.91 2.45
C -1.65 -2.90 3.05
C -2.52 -3.88 2.62
C -1.12 -2.86 4.48
C -1.63 -4.03 5.33
C -1.59 -1.54 5.12
C 0.41 -2.91 4.45
H -5.07 -5.91 -0.69
H -3.63 -5.01 -1.16
H -5.11 -4.15 -0.67
H -3.91 -7.22 0.94
H -3.00 -6.50 2.25
H -2.38 -6.42 0.61
H -5.94 -5.81 1.65
H -5.79 -4.06 1.73
H -4.99 -5.07 2.93
H -3.29 -2.79 -0.49
H -1.99 -2.37 -2.10
H -2.41 1.01 -4.67
H -0.19 3.42 -1.55
H -0.51 4.70 -2.73
H 0.27 3.20 -3.25
H -2.58 3.33 -0.84
H -3.86 3.15 -2.04
H -2.95 4.65 -1.95
H -1.56 3.11 -5.01
H -2.32 4.53 -4.30
H -3.26 3.06 -4.52
H -3.81 -0.36 -5.71
H -4.49 -1.62 -4.68
H -3.84 -2.03 -6.27
H -1.30 -0.25 -6.10
H -1.31 -1.92 -6.66
H -0.25 -1.45 -5.34
H -3.01 -3.48 -3.81
H -1.25 -3.35 -3.97
H -2.24 -3.72 -5.38
H -2.78 -4.67 3.30
H -2.71 -4.03 5.39
H -1.24 -3.93 6.34
H -1.28 -4.98 4.93
H -2.68 -1.50 5.12
H -1.20 -0.69 4.57
H -1.25 -1.48 6.15
H 0.75 -3.84 3.99
H 0.81 -2.86 5.46
H 0.80 -2.07 3.88
C 5.67 4.66 -0.42
C 4.49 5.59 -0.30
C 4.66 6.96 -0.40
C 3.58 7.82 -0.28
C 2.31 7.30 -0.09
C 2.12 5.94 -0.01
C 3.21 5.07 -0.09
N 3.06 3.68 0.00
C 2.16 2.93 0.71
N 1.51 3.56 1.72
C 0.35 3.19 2.42
C -0.34 2.00 2.18
C -1.57 1.84 2.81
C -2.08 2.77 3.69
C -1.33 3.90 3.99
C -0.11 4.12 3.37
C 0.68 5.35 3.72
N 2.03 1.67 0.48
C 2.74 1.05 -0.57
C 2.17 0.97 -1.84
C 2.80 0.27 -2.85
C 4.02 -0.35 -2.60
C 4.59 -0.27 -1.35
C 3.96 0.42 -0.32
C 4.55 0.47 1.06
H 6.59 5.23 -0.49
H 5.58 4.03 -1.31
H 5.73 4.01 0.45
H 5.64 7.36 -0.56
H 3.72 8.89 -0.35
H 1.45 7.96 -0.02
H 1.12 5.54 0.08
H 3.66 3.13 -0.60
H 1.80 4.52 1.87
H -2.15 0.95 2.59
H -3.04 2.62 4.15
H -1.71 4.61 4.71
H 0.22 5.84 4.58
H 0.70 6.07 2.90
H 1.70 5.10 3.99
H 1.20 1.42 -2.01
H 2.34 0.20 -3.82
H 4.51 -0.90 -3.39
H 5.53 -0.77 -1.15
H 5.39 -0.22 1.14
H 3.79 0.19 1.78
H 4.89 1.47 1.31
Br 6.40 -5.25 1.43
C 4.89 -4.24 0.85
C 4.55 -4.24 -0.49
C 3.45 -3.52 -0.90
C 2.69 -2.80 0.02
C 3.05 -2.80 1.36
C 4.15 -3.54 1.78
C 1.50 -2.01 -0.49
O 0.94 -2.36 -1.51
O 1.19 -1.01 0.23
H 5.15 -4.79 -1.20
H 3.15 -3.50 -1.94
H 2.47 -2.24 2.07
H 4.42 -3.56 2.83

Atom charges from the Mulliken analysis, given in e for atoms 1 to 4:
1 Fe 1.323
2 C -2.168
3 C 2.064
4 C -1.737

***

(4)
The following is a quantum chemistry calculation of a molecular structure, C27H25Cl4MgNOP, from the OMol25 dataset.

Calculated values
Energy relative to the best compared isomer or geometry (same formula, charge and spin) (eV): 0.000
Multiplicity: 1
Charge: +1
E_LUMO (eV): -3.132

Atoms and positions in Å:
Mg 0.20 -0.03 -0.24
Cl -2.36 1.05 0.31
C -3.06 -0.59 0.20
Cl -1.82 -1.88 0.22
H -3.58 -0.66 -0.75
H -3.70 -0.73 1.06
O 2.30 -1.74 -1.25
N 1.78 -1.49 0.02
C 2.59 -1.88 0.92
C 2.39 -1.88 2.38
C 3.27 -2.74 3.03
C 3.20 -2.97 4.40
C 2.23 -2.32 5.14
C 1.36 -1.44 4.51
C 1.43 -1.18 3.14
P 0.31 0.08 2.45
C 0.88 1.69 3.07
C 0.64 2.80 2.26
C 0.96 4.08 2.69
C 1.55 4.26 3.93
C 1.80 3.16 4.75
C 1.46 1.89 4.32
C -1.24 -0.20 3.36
C -2.01 0.88 3.78
C -3.25 0.67 4.37
C -3.73 -0.62 4.54
C -2.97 -1.70 4.12
C -1.73 -1.50 3.53
H 1.66 -1.32 -1.87
H 3.52 -2.33 0.57
H 4.02 -3.27 2.45
H 3.89 -3.65 4.87
H 2.14 -2.50 6.20
H 0.60 -0.95 5.10
H 0.17 2.67 1.29
H 0.75 4.93 2.06
H 1.81 5.26 4.27
H 2.26 3.30 5.72
H 1.65 1.05 4.98
H -1.65 1.89 3.65
H -3.84 1.52 4.70
H -4.70 -0.78 5.00
H -3.34 -2.71 4.26
H -1.15 -2.35 3.22
Cl 3.44 3.67 -1.96
C 2.85 3.23 -0.38
Cl 2.71 1.45 -0.18
H 1.86 3.65 -0.23
H 3.54 3.56 0.38
C -0.34 0.26 -5.14
C -0.93 -0.76 -4.42
C -0.76 -0.84 -3.05
C 0.01 0.08 -2.32
C 0.61 1.10 -3.09
C 0.44 1.20 -4.47
H -0.47 0.33 -6.21
H -1.53 -1.50 -4.94
H -1.24 -1.67 -2.53
H 1.24 1.84 -2.62
H 0.91 2.00 -5.01

Atom charges from the Mulliken analysis, given in e for atoms 1 to 4:
1 Mg 0.470
2 Cl 0.005
3 C -0.243
4 Cl -0.045

***

(5)
The following is a quantum chemistry calculation of a molecular structure, C3H9N3O at a distorted geometry, from the OMol25 dataset.

Calculated values
Energy relative to the best compared isomer or geometry (same formula, charge and spin) (eV): 7.092
Multiplicity: 1
Charge: 0
E_LUMO (eV): 0.512

Atoms and positions in Å:
C -1.77 -0.79 0.06
C -1.16 0.69 0.36
C 1.12 -0.45 0.00
H -2.26 -0.77 -0.95
H -0.52 -1.33 0.09
H -2.45 -1.34 1.01
H -0.81 0.91 1.34
H -1.69 1.33 -0.27
H 1.39 1.97 -1.28
H 2.48 -0.55 1.07
H 1.48 0.95 0.92
H 0.56 -1.42 -1.59
N 0.12 0.55 -0.51
N 1.59 -0.17 1.18
N 1.26 -1.42 -0.91
O 0.65 1.85 -0.49

Atom charges from the Mulliken analysis, given in e for atoms 1 to 4:
1 C -0.595
2 C -0.609
3 C 0.351
4 H 0.249

***

(6)
The following is a quantum chemistry calculation of a molecular structure, C12H24CeF5O7Te at a distorted geometry, from the OMol25 dataset.

Calculated values
Energy relative to the best compared isomer or geometry (same formula, charge and spin) (eV): 1.811
Multiplicity: 2
Charge: +2
<S²>: 0.75
E_LUMO (spin up / spin down) (eV): -6.765 / -6.760

Atoms and positions in Å:
Ce 0.68 -0.16 0.25
C 0.08 2.07 2.73
C 0.16 3.06 1.59
O 0.63 2.34 0.44
C 0.81 3.10 -0.77
C 0.01 2.44 -1.86
O 0.44 1.07 -1.91
C 0.01 0.32 -3.07
C 0.79 -0.96 -3.06
O 0.56 -1.61 -1.78
C 0.12 -2.97 -1.83
C 0.10 -3.49 -0.41
O -0.37 -2.47 0.50
C -1.78 -2.40 0.75
C -2.45 -1.36 -0.13
O -1.87 -0.05 0.04
C -2.55 0.84 0.95
C -1.97 0.77 2.35
O -0.53 0.85 2.29
H -0.46 2.49 3.58
H 1.08 1.80 3.07
H 0.86 3.86 1.84
H -0.82 3.50 1.36
H 1.87 3.11 -1.02
H 0.47 4.13 -0.62
H 0.20 2.93 -2.82
H -1.07 2.48 -1.65
H 0.23 0.89 -3.97
H -1.06 0.14 -3.01
H 1.86 -0.76 -3.15
H 0.48 -1.61 -3.87
H 0.81 -3.57 -2.43
H -0.87 -3.01 -2.31
H 1.10 -3.74 -0.08
H -0.53 -4.37 -0.33
H -1.90 -2.15 1.80
H -2.25 -3.37 0.58
H -3.52 -1.32 0.07
H -2.32 -1.61 -1.19
H -3.61 0.60 0.98
H -2.44 1.84 0.54
H -2.21 -0.17 2.84
H -2.38 1.58 2.95
F 1.64 -0.86 2.10
Te 3.50 -0.67 1.30
F 3.02 -2.37 0.76
F 5.21 -0.80 0.74
F 3.45 0.95 2.13
F 4.00 -1.36 2.90
O 2.79 0.05 -0.22

Atom charges from the Mulliken analysis, given in e for atoms 1 to 4:
1 Ce 2.118
2 C -0.857
3 C -0.529
4 O 0.018

***

(7)
The following is a quantum chemistry calculation of a molecular structure, CH2F2S at a distorted geometry, from the OMol25 dataset.

Calculated values
Energy relative to the best compared isomer or geometry (same formula, charge and spin) (eV): 8.019
Multiplicity: 1
Charge: 0
E_LUMO (eV): -2.257

Atoms and positions in Å:
C -1.37 0.78 0.32
H -1.74 1.44 1.50
H -0.80 -0.03 0.60
F 2.33 -2.61 -1.56
F 1.73 -1.69 -0.67
S -0.16 2.11 -0.18

Atom charges from the Mulliken analysis, given in e for atoms 1 to 4:
1 C -0.442
2 H 0.231
3 H 0.268
4 F 0.000

***

(8)
The following is a quantum chemistry calculation of a single C9H16N2O5 molecule at a distorted geometry, from the OMol25 dataset.

Calculated values
Energy relative to the best compared isomer or geometry (same formula, charge and spin) (eV): 1.938
Multiplicity: 1
SMILES: CC(C)[C@H](NC(=O)[C@@H](N)CC(=O)O)C(=O)O
Charge: 0
E_LUMO (eV): 0.469

Atoms and positions in Å:
C 1.24 -0.87 2.08
C 0.80 0.55 2.18
C -0.51 0.83 3.05
C 0.54 1.25 0.72
N -0.35 0.37 -0.04
C -0.71 0.80 -1.24
O -0.68 2.03 -1.48
C -0.94 -0.16 -2.38
N -0.23 0.20 -3.54
C -0.85 -1.63 -2.07
C -1.93 -2.13 -1.18
O -3.08 -2.34 -1.37
O -1.38 -2.11 0.17
C 1.78 1.51 -0.15
O 2.07 0.83 -1.14
O 2.83 2.05 0.57
H 1.65 -1.26 3.03
H 0.41 -1.58 1.95
H 2.03 -1.09 1.37
H 1.61 1.22 2.40
H -0.73 1.85 2.96
H -0.52 0.52 4.08
H -1.21 0.21 2.48
H 0.07 2.19 0.92
H -0.67 -0.51 0.50
H -2.08 0.10 -2.55
H -0.67 0.86 -4.19
H 0.68 0.58 -3.31
H 0.13 -1.77 -1.68
H -0.85 -2.23 -2.99
H -2.07 -2.38 0.77
H 3.63 2.08 0.06

Atom charges from the Mulliken analysis, given in e for atoms 1 to 4:
1 C -1.120
2 C -0.060
3 C -1.131
4 C -0.179